# C4H9N2O2

A 2-piece molecular cluster, C4H9N2O2 overall (the ωB97M-V functional and the def2-TZVPD basis, the OMol25 dataset).

Each atom is followed by the atoms it is bonded to, with distances in Å.
Cartesian coordinates (Å):
1 O -3.93 0.44 0.22  C7 1.322
2 O 4.40 -0.06 -0.21  H14 0.967
3 N 2.17 0.02 1.41  C5 1.403, H10 1.065, H13 1.019
4 N -0.59 -0.19 -1.06  C6 1.331, C8 1.440
5 C 0.86 -0.18 0.95  N3 1.403, C6 1.397, H16 1.084
6 C 0.56 -0.02 -0.40  N4 1.331, C5 1.397, H12 1.095
7 C -3.08 0.18 -0.76  O1 1.322, C8 1.594, H9 1.125, H11 1.108
8 C -1.70 -0.35 -0.16  N4 1.440, C7 1.594, H15 1.094, H17 1.096
9 H -2.70 1.14 -1.21  C7 1.125
10 H 2.83 -0.12 0.58  N3 1.065
11 H -3.41 -0.40 -1.63  C7 1.108
12 H 1.45 0.06 -1.04  C6 1.095
13 H 2.25 1.00 1.68  N3 1.019
14 H 4.15 0.09 -1.13  O2 0.967
15 H -1.65 0.19 0.78  C8 1.094
16 H 0.23 -0.42 1.80  C5 1.084
17 H -1.86 -1.38 0.19  C8 1.096

Its total energy is -11363.8931 eV. The charge is -1. The calculation puts the largest force on an atom at 0.0586 Eh/bohr.

# C4H9N2O2

An isolated ion of composition C4H9N2O2 and charge -1 (the ωB97M-V functional and the def2-TZVPD basis, the OMol25 dataset).

Each atom is followed by the atoms it is bonded to, with distances in Å.
Cartesian coordinates (Å):
1 O -1.90 1.65 0.45  C6 1.351
2 O 2.83 -0.83 -0.64  C8 1.228
3 N -1.21 -0.82 -0.05  C5 1.452, H11 0.983, H13 1.041
4 N 0.97 -1.17 -1.89  C8 1.366, H9 0.998, H15 1.015
5 C -0.24 -0.08 0.73  N3 1.452, C6 1.580, C7 1.565, H12 1.089
6 C -0.99 1.18 1.33  O1 1.351, C5 1.580, H10 1.129, H17 1.121
7 C 0.89 0.51 -0.17  C5 1.565, C8 1.493, H14 1.087, H16 1.082
8 C 1.64 -0.59 -0.85  O2 1.228, N4 1.366, C7 1.493
9 H 1.35 -1.85 -2.52  N4 0.998
10 H -1.44 0.90 2.33  C6 1.129
11 H -1.76 -1.31 0.60  N3 0.983
12 H 0.23 -0.63 1.55  C5 1.089
13 H -1.87 -0.05 -0.30  N3 1.041
14 H 0.28 1.11 -0.84  C7 1.087
15 H -0.04 -1.16 -1.79  N4 1.015
16 H 1.50 1.17 0.43  C7 1.082
17 H -0.26 1.97 1.63  C6 1.121

Its total energy is -11369.7172 eV. The charge is -1. The calculation puts the largest force on an atom at 0.0392 Eh/bohr. Its SMILES is NC(=O)C[C@H](N)C[O-].